*P*
Formula: C22H29Br2N10O5SW
Source: the Open Molecules 2025 dataset
Level of theory: wB97M-V/def2-TZVPD

LUMO energy (alpha / beta)	-3.62 / -4.12	eV
HOMO (alpha / beta)	-10.1 / -10.9	eV
orbital gap (alpha / beta)	6.513 / 6.795	eV

```
! RIJCOSX wB97M-V def2-TZVPD def2/J DEFGRID3
* xyz 1 3
N 3.655 -2.714 2.848
H 4.952 -1.304 1.996
H -4.809 4.202 -3.275
C 2.531 -1.797 2.866
H -3.194 -0.061 -0.284
C 1.892 2.130 0.498
H 2.927 -3.678 -0.764
H 0.182 0.843 2.302
H 0.663 -3.470 2.053
C 0.301 3.469 1.572
H -1.748 2.188 -6.500
N 2.475 -4.095 1.241
H 3.169 -0.396 0.742
O -0.188 1.035 -2.377
H 2.465 -4.372 3.319
C -1.420 -0.408 2.464
N -0.008 4.536 2.318
H 1.833 -2.100 3.651
C -1.850 2.210 -5.424
C -2.446 -0.868 1.449
N -2.683 0.264 0.535
H 4.265 -4.354 0.190
H 2.281 -1.384 -0.442
C 2.706 3.756 2.186
H -4.669 4.299 -0.802
C -3.948 3.725 -1.367
C -3.035 2.977 -3.448
H 4.002 -4.748 2.515
S -1.207 -1.505 -2.095
H 5.418 -3.003 1.761
C -0.999 1.594 -3.261
H -1.859 0.377 3.084
C -1.739 -3.181 -1.822
C 3.422 -3.662 0.208
H 0.862 -3.147 0.309
H -1.125 -1.234 3.114
Br -4.174 3.717 -5.967
C -0.885 1.563 -4.638
N 3.524 4.265 2.817
Br 0.575 0.700 -5.428
C 1.368 -3.157 1.276
N 3.919 -2.312 0.476
W -0.632 0.953 -0.492
C -2.901 2.879 -4.851
H 0.472 -0.633 1.596
H 0.721 5.111 2.710
O -0.382 -1.166 -0.842
O -0.649 2.813 1.038
C 2.796 -1.396 0.521
H -2.345 -3.470 -2.677
H -3.255 0.960 1.003
H -0.959 4.854 2.365
O -2.382 -0.628 -1.983
H -2.033 -1.689 0.865
H -2.873 3.102 0.390
N -2.024 2.305 -1.307
O -0.484 -1.475 -3.318
C 1.687 3.108 1.450
C -4.023 3.685 -2.744
H 2.895 -0.787 3.079
H -3.361 -1.200 1.942
N 1.811 -1.773 1.570
N -0.271 0.141 1.727
C 4.578 -2.308 1.784
H -2.315 -3.241 -0.903
H -0.847 -3.801 -1.777
C 3.160 -4.057 2.537
C -2.061 2.307 -2.680
N 1.230 1.465 -0.215
C -2.955 3.041 -0.685
*
```

=====

*Q*
Formula: C22H29Br2N10O5SW
Source: the Open Molecules 2025 dataset
Level of theory: wB97M-V/def2-TZVPD

LUMO energy (alpha / beta)	-3.38 / -3.92	eV
HOMO (alpha / beta)	-10.6 / -11.0	eV
orbital gap (alpha / beta)	7.215 / 7.112	eV

```
! RIJCOSX wB97M-V def2-TZVPD def2/J DEFGRID3
* xyz 1 3
H -0.572 2.980 -0.176
N 1.444 0.763 2.551
H 1.706 0.170 3.330
C -0.177 2.032 -3.236
H 1.412 2.761 0.834
H 3.643 -0.850 -0.283
C 1.940 -2.111 1.215
H 3.366 0.617 1.747
H 4.562 -2.183 1.345
C -2.668 2.387 2.407
N 1.960 1.194 -0.476
N 1.194 -0.660 -2.743
O -0.128 1.724 -1.989
O -0.632 -1.396 0.490
N 2.770 -3.262 1.471
H 0.831 1.474 2.937
H -0.844 3.436 -4.555
H -2.039 4.176 1.418
N 0.353 1.857 -6.701
H 4.713 -3.929 1.078
C -2.543 0.986 2.446
C -1.640 0.409 1.536
H 2.394 -1.225 1.652
H -2.511 -0.592 -4.161
N 2.049 -4.259 -0.600
C -3.072 -1.242 3.207
H -3.338 2.884 3.094
C 1.205 -3.129 -0.881
W 0.153 -0.129 -0.811
H 3.112 -1.488 -1.872
C -3.205 -1.104 -3.499
C 0.947 0.095 -3.594
H 2.783 -5.312 1.054
O -1.213 -2.407 -2.432
H 0.958 -2.269 1.643
H 3.108 2.737 0.366
C 2.162 -4.441 0.845
O -3.293 -2.126 -1.111
N 1.762 -1.833 -0.266
H 3.106 2.116 2.614
C -2.185 -1.797 2.263
C 0.408 1.515 -5.603
H -4.029 -0.454 -3.215
H 1.809 1.781 -1.295
S -2.348 -1.600 -2.044
C 0.428 1.211 -4.225
H 1.169 -4.600 1.267
O -1.777 -0.246 -1.532
C 2.620 1.390 1.955
N -0.932 1.130 0.618
H -3.581 -2.011 -3.968
C 2.267 2.109 0.665
C -1.950 3.101 1.484
H 4.010 -4.892 -0.974
C -3.250 0.104 3.303
C 3.375 -4.027 -1.164
C -1.461 -0.980 1.436
H -3.627 -1.907 3.854
H 1.121 -2.973 -1.951
H -1.310 3.678 -2.901
Br -1.996 -3.655 2.132
Br -4.456 0.798 4.575
C 4.092 -3.055 0.884
N -0.782 3.166 -3.586
C 3.170 -1.687 -0.807
H 3.288 -3.881 -2.241
C -1.106 2.436 0.588
H 0.215 -3.279 -0.461
N 3.996 -2.843 -0.561
H 2.818 0.688 -0.674
*
```

=====

Relative stability in eV, measured from the most stable structure: *P* 0.593; *Q* 0.000

=====

*P*
Formula: CHIN2
Source: the Open Molecules 2025 dataset
Level of theory: wB97M-V/def2-TZVPD

LUMO energy (alpha / beta)	-1.02 / -2.23	eV
HOMO (alpha / beta)	-9.6 / -9.8	eV
orbital gap (alpha / beta)	8.589 / 7.538	eV

```
! RIJCOSX wB97M-V def2-TZVPD def2/J DEFGRID3
* xyz 0 1
C -0.714 0.376 -0.109
I -3.605 -0.014 -0.006
H 0.341 0.134 -0.429
N -0.863 1.601 0.075
N -1.691 -0.505 0.192
*
```

=====

*Q*
Formula: CHIN2
Source: the Open Molecules 2025 dataset
Level of theory: wB97M-V/def2-TZVPD

LUMO energy (alpha / beta)	-0.44 / -0.44	eV
HOMO (alpha / beta)	-9.2 / -9.2	eV
orbital gap (alpha / beta)	8.761 / 8.760	eV
SMILES	IC1N=N1

```
! RIJCOSX wB97M-V def2-TZVPD def2/J DEFGRID3
* xyz 0 1
H 0.593 1.075 0.174
N 0.896 -1.126 -0.661
N 0.510 -0.982 0.541
C 0.008 0.257 0.087
I -2.007 0.775 -0.141
*
```

=====

Relative stability in eV, measured from the most stable structure: *P* 0.703; *Q* 0.000